The following is a DFT calculation (ωB97M-V/def2-TZVPD) of a cluster of 8 separate species, C60H130N6O8 in total in a non-equilibrium geometry.

Orbital gap, eV: 8.2
Energy above the lowest of the compared OMol25 structures with the same formula, charge and spin, kcal/mol: 83.6
Max |F|, eV/Å: 4.08
2S+1: 1

```
204
Properties=species:S:1:pos:R:3:forces:R:3:lowdin_charge:R:1
C -4.314 9.172 -0.683 -0.31 -0.87 0.82 -0.05
C -3.882 10.354 -1.535 0.04 -0.26 0.60 -0.54
C -5.034 10.703 -2.435 0.23 1.32 -1.12 -0.13
C -4.749 12.028 -3.185 -0.68 -0.46 0.08 -0.18
C -4.647 13.166 -2.185 1.07 -0.34 0.29 -0.13
C -3.556 12.879 -1.096 1.06 0.96 0.66 -0.46
N -3.586 11.478 -0.628 -2.08 -0.05 -0.61 -0.11
O -2.671 11.089 0.374 0.18 0.79 -0.37 -0.01
C -2.140 13.228 -1.629 -0.40 0.11 -0.89 -0.04
C -3.775 13.845 0.123 -0.57 -1.23 0.25 -0.04
C -2.667 9.897 -2.337 0.56 -0.24 0.19 -0.03
H -5.247 9.289 -0.133 -0.18 0.67 -0.07 0.09
H -3.583 8.919 0.084 0.23 -0.10 -0.25 0.08
H -4.503 8.269 -1.264 0.31 0.04 -0.34 0.09
H -5.138 9.878 -3.140 -0.23 0.00 -0.05 0.12
H -5.977 10.867 -1.913 0.04 -0.33 0.34 0.12
H -5.584 12.238 -3.853 0.00 -0.02 -0.19 0.11
H -3.859 11.952 -3.809 0.09 0.01 0.07 0.10
H -5.622 13.424 -1.772 -0.03 -0.39 0.38 0.12
H -4.331 14.074 -2.700 0.13 0.09 0.00 0.11
H -1.402 13.121 -0.834 0.02 -0.02 -0.19 0.08
H -1.857 12.659 -2.514 0.05 -0.60 0.27 0.06
H -2.111 14.225 -2.068 -0.06 0.47 0.62 0.08
H -2.928 13.816 0.809 0.26 0.34 -0.32 0.07
H -4.084 14.859 -0.131 0.46 0.00 -0.32 0.08
H -4.581 13.459 0.746 -0.35 -0.17 -0.14 0.07
H -2.843 8.983 -2.905 -0.34 0.07 -0.15 0.09
H -1.916 9.608 -1.602 0.32 0.24 -0.07 0.09
H -2.260 10.655 -3.006 -0.04 -0.07 0.10 0.06
H -3.289 10.845 1.067 0.24 0.03 0.40 0.10
C 8.871 -3.689 -6.118 -0.69 0.76 1.62 -0.02
C 8.210 -3.359 -4.733 -1.19 1.42 -0.36 -0.47
C 6.938 -4.259 -4.645 0.79 -0.47 -0.10 -0.15
C 6.333 -4.560 -3.319 -0.38 1.62 1.23 -0.21
C 7.435 -4.911 -2.319 -1.48 -0.55 -0.37 -0.15
C 8.632 -3.965 -2.294 0.30 0.87 1.23 -0.47
N 9.139 -3.665 -3.656 -3.02 -2.57 0.27 -0.16
O 10.316 -3.011 -3.768 1.44 1.13 0.32 0.01
C 8.165 -2.681 -1.435 0.56 -0.48 -1.83 -0.01
C 9.728 -4.690 -1.508 0.30 0.38 -0.24 -0.05
C 7.753 -1.849 -4.692 -0.03 -0.15 0.22 -0.02
H 9.673 -2.985 -6.341 0.08 -0.19 0.01 0.07
H 8.071 -3.550 -6.845 0.24 -0.42 -0.28 0.08
H 9.225 -4.712 -5.987 0.05 -0.03 -0.66 0.08
H 6.113 -3.885 -5.251 0.49 -0.03 -0.67 0.12
H 7.272 -5.257 -4.932 -0.04 -0.06 -0.91 0.12
H 5.528 -5.280 -3.462 0.43 -0.68 0.21 0.12
H 5.738 -3.724 -2.951 0.19 0.57 0.12 0.10
H 7.610 -5.965 -2.535 1.04 -0.06 0.10 0.12
H 7.017 -4.889 -1.312 0.03 -0.09 0.13 0.12
H 8.833 -1.846 -1.643 0.21 -0.04 0.07 0.08
H 7.208 -2.396 -1.873 -0.21 0.11 0.64 0.05
H 8.136 -2.838 -0.357 -0.20 -0.27 -0.16 0.08
H 10.543 -4.006 -1.273 0.17 -0.06 -0.18 0.08
H 9.383 -5.072 -0.547 -0.30 -0.03 -0.12 0.08
H 10.083 -5.518 -2.121 0.20 -0.08 0.13 0.09
H 6.911 -1.594 -5.335 0.19 -0.36 -0.64 0.07
H 8.575 -1.166 -4.908 0.08 -0.08 -0.06 0.08
H 7.342 -1.549 -3.728 0.33 -0.29 0.29 0.06
H 10.911 -3.701 -4.070 0.41 0.12 -0.01 0.11
C -8.225 -2.937 5.667 0.00 0.25 -0.11 -0.02
C -8.422 -4.217 4.845 -0.69 -0.87 -0.56 -0.49
C -9.930 -4.615 4.910 -0.26 1.26 -0.41 -0.12
C -10.896 -3.624 4.132 1.00 -1.73 -0.04 -0.16
C -10.468 -3.599 2.658 -0.69 -0.51 1.53 -0.16
C -8.995 -3.283 2.478 0.64 -0.70 -1.56 -0.51
N -8.108 -4.061 3.411 -3.01 -0.86 0.79 -0.14
O -6.752 -3.993 3.202 0.80 0.91 -0.64 -0.01
C -8.660 -3.809 1.087 0.52 -0.71 -1.01 -0.06
C -8.784 -1.786 2.511 1.04 -0.14 1.14 -0.02
C -7.614 -5.439 5.394 -0.29 1.05 0.53 -0.03
H -7.991 -3.149 6.711 0.09 0.03 -0.02 0.08
H -9.142 -2.348 5.647 -0.11 -0.04 0.14 0.06
H -7.484 -2.263 5.237 0.37 -0.30 0.11 0.08
H -10.068 -5.608 4.481 0.09 -0.03 -0.16 0.11
H -10.247 -4.684 5.950 0.12 0.08 0.15 0.11
H -10.974 -2.619 4.545 0.00 -0.17 0.24 0.10
H -11.855 -4.144 4.134 -0.34 0.50 0.33 0.10
H -11.149 -2.904 2.166 0.51 0.33 -0.43 0.12
H -10.731 -4.578 2.257 0.31 -0.18 -0.13 0.12
H -8.701 -4.892 0.977 -0.17 -0.33 0.72 0.08
H -9.373 -3.514 0.317 0.06 0.68 0.09 0.09
H -7.644 -3.594 0.754 0.00 0.59 -0.03 0.08
H -8.989 -1.224 1.600 -0.47 -0.21 0.14 0.09
H -9.318 -1.460 3.404 -0.07 0.76 -0.26 0.07
H -7.720 -1.672 2.719 0.14 0.40 -0.03 0.08
H -6.545 -5.228 5.419 -0.02 -0.15 -0.26 0.08
H -7.840 -6.387 4.904 0.09 0.25 -0.40 0.08
H -7.911 -5.575 6.434 -0.07 0.02 0.16 0.08
H -6.626 -4.658 2.520 0.43 -0.17 -0.02 0.10
C 2.339 -0.314 7.936 -0.06 -0.52 0.41 -0.02
C 2.114 -1.468 6.969 1.74 -1.55 -0.33 -0.50
C 3.512 -1.992 6.513 0.68 -0.08 0.30 -0.15
C 4.278 -2.914 7.518 -1.99 0.80 -1.20 -0.15
C 3.315 -4.059 7.937 0.53 1.17 1.62 -0.11
C 1.917 -3.538 8.521 0.74 -1.56 0.95 -0.46
N 1.371 -2.615 7.584 0.49 0.95 -2.31 -0.14
O 0.049 -2.232 7.845 -0.36 0.28 0.86 -0.01
C 0.996 -4.811 8.538 0.03 0.67 0.41 -0.04
C 2.016 -3.004 10.029 0.42 -0.74 -0.57 -0.02
C 1.463 -1.129 5.621 -1.00 0.51 1.15 -0.04
H 3.096 0.392 7.595 -0.56 0.39 -0.43 0.09
H 2.814 -0.723 8.827 -0.25 -0.04 0.15 0.06
H 1.374 0.102 8.225 0.23 0.44 -0.01 0.09
H 3.468 -2.447 5.524 -0.45 -0.70 0.15 0.11
H 4.061 -1.091 6.238 0.39 0.20 0.47 0.11
H 4.507 -2.329 8.409 0.15 -0.06 0.10 0.10
H 5.214 -3.243 7.067 -0.08 -0.23 0.11 0.10
H 3.885 -4.464 8.773 -0.47 -0.60 0.36 0.10
H 3.176 -4.895 7.251 -0.11 0.47 -0.44 0.11
H 1.496 -5.689 8.948 0.29 0.14 0.08 0.08
H 0.135 -4.621 9.179 -0.14 -0.01 -0.12 0.07
H 0.642 -5.075 7.542 0.09 0.19 -0.08 0.08
H 2.290 -3.784 10.739 0.07 -0.56 -0.32 0.07
H 2.806 -2.271 10.190 -0.27 0.33 -0.26 0.06
H 1.053 -2.673 10.419 -0.02 0.45 -0.45 0.08
H 2.052 -0.460 4.994 0.30 -0.28 0.07 0.09
H 0.544 -0.580 5.828 -0.33 -0.10 -0.25 0.08
H 1.245 -2.088 5.150 -0.01 0.24 -0.33 0.09
H -0.439 -2.460 7.050 -0.05 -0.19 -0.09 0.10
C -1.299 -8.509 -4.404 0.68 0.94 1.96 -0.04
C -1.273 -9.349 -3.104 -0.89 -2.51 -0.69 -0.47
C -0.201 -10.484 -3.281 -0.30 1.24 -0.28 -0.16
C 0.145 -11.149 -1.985 1.91 0.85 0.43 -0.17
C 0.632 -10.064 -0.951 -0.71 -1.43 -0.01 -0.12
C -0.487 -9.111 -0.609 0.82 1.02 -0.60 -0.55
N -0.971 -8.534 -1.889 2.14 -1.03 -1.49 -0.12
O -1.936 -7.603 -1.669 -1.85 1.05 0.30 -0.01
C -1.562 -9.747 0.167 -2.26 -0.88 0.99 -0.05
C 0.080 -7.986 0.266 -0.10 1.28 0.09 -0.04
C -2.654 -10.072 -3.070 -0.31 0.33 1.22 -0.04
H -1.194 -9.110 -5.307 0.00 0.16 0.17 0.09
H -0.470 -7.834 -4.191 0.51 0.10 -0.96 0.08
H -2.159 -7.839 -4.418 -0.31 -0.35 -0.28 0.07
H -0.516 -11.246 -3.994 -0.57 0.15 -0.07 0.12
H 0.678 -10.065 -3.771 0.32 0.27 0.30 0.11
H 1.050 -11.718 -2.194 -0.20 -0.66 0.14 0.11
H -0.669 -11.813 -1.694 0.19 0.15 0.54 0.11
H 1.542 -9.559 -1.275 -0.26 0.25 -0.66 0.12
H 0.975 -10.501 -0.013 -0.28 -0.45 0.12 0.12
H -1.287 -9.861 1.216 0.19 -0.50 -0.05 0.09
H -2.484 -9.168 0.223 0.22 0.80 -0.14 0.09
H -1.997 -10.652 -0.256 0.70 -0.48 0.14 0.07
H -0.715 -7.389 0.714 -0.30 0.22 -0.48 0.08
H 0.642 -8.215 1.172 0.22 -1.08 -0.25 0.08
H 0.726 -7.321 -0.307 -0.07 0.04 -0.18 0.09
H -2.772 -10.737 -2.214 0.19 0.03 0.22 0.06
H -2.910 -10.715 -3.912 0.40 0.41 -0.44 0.08
H -3.416 -9.303 -2.947 -0.21 -0.08 -0.14 0.08
H -1.640 -6.805 -2.114 0.14 0.18 0.07 0.11
C 6.774 9.186 -1.853 -0.12 -0.53 -0.82 -0.02
C 5.653 8.087 -1.866 -0.35 -0.61 0.80 -0.44
C 6.276 6.652 -2.016 1.10 1.42 0.46 -0.13
C 6.869 6.148 -0.702 -0.71 -1.30 -0.06 -0.20
C 5.723 6.014 0.286 0.45 0.59 -0.03 -0.16
C 5.087 7.383 0.624 0.30 -0.46 0.62 -0.48
N 4.777 8.081 -0.632 1.16 -3.70 -1.25 -0.16
O 4.122 9.226 -0.462 -0.97 2.90 0.68 -0.01
C 3.831 7.080 1.508 -0.68 0.63 -1.32 -0.04
C 6.110 8.187 1.490 -0.39 -0.44 -1.12 -0.02
C 4.712 8.326 -3.064 0.63 1.19 -0.02 -0.05
H 7.229 9.181 -2.844 0.23 -0.33 -0.17 0.07
H 7.581 8.984 -1.149 -0.21 -0.03 0.17 0.07
H 6.474 10.232 -1.791 -0.59 -0.19 0.62 0.08
H 5.555 5.965 -2.458 -0.13 -0.06 0.35 0.12
H 7.136 6.676 -2.685 -0.22 0.39 -0.56 0.11
H 7.762 6.646 -0.324 -0.24 0.51 -0.20 0.10
H 7.201 5.123 -0.871 0.26 -0.14 -0.17 0.11
H 6.053 5.539 1.209 -0.02 0.06 0.15 0.12
H 5.060 5.312 -0.220 -0.63 0.20 0.29 0.12
H 4.040 6.319 2.259 0.15 0.43 0.22 0.08
H 3.320 7.973 1.868 0.77 0.28 0.79 0.07
H 2.975 6.714 0.942 0.32 -0.68 -0.68 0.07
H 5.837 9.240 1.420 -0.10 -0.01 0.63 0.08
H 6.151 7.753 2.489 0.03 0.45 0.11 0.08
H 7.085 8.103 1.011 0.12 0.00 0.23 0.06
H 4.353 9.352 -2.986 -0.23 0.10 -0.04 0.07
H 3.840 7.686 -3.198 0.28 -0.36 0.39 0.09
H 5.309 8.334 -3.976 -0.01 -0.27 -0.13 0.08
H 3.265 9.122 -0.882 -0.25 -0.04 0.03 0.11
C -5.887 -1.789 -7.357 -1.19 -0.94 0.39 -0.07
C -5.642 -0.346 -7.646 -0.76 0.23 0.26 -0.55
C -6.362 0.630 -6.667 -0.02 -0.91 -1.88 -0.03
O -4.285 -0.214 -7.506 2.72 1.04 0.34 -0.05
H -6.920 -2.117 -7.472 -0.23 0.16 0.20 0.08
H -5.563 -1.937 -6.327 -0.08 -0.34 0.02 0.09
H -5.326 -2.461 -8.006 0.30 0.19 -0.06 0.08
H -5.825 -0.130 -8.699 -0.97 0.37 -0.06 0.13
H -6.216 0.370 -5.619 0.07 0.03 -0.15 0.08
H -7.399 0.507 -6.978 -0.32 0.23 0.57 0.07
H -6.078 1.656 -6.906 0.14 -0.06 0.27 0.08
H -3.891 -0.693 -8.238 0.36 0.00 0.11 0.09
C 0.498 1.697 -3.383 -0.07 -0.59 -0.32 -0.06
C 0.127 0.422 -2.619 -2.49 0.10 0.50 -0.46
C -1.200 0.678 -1.875 0.06 0.35 0.69 -0.08
O -0.223 -0.672 -3.497 1.34 0.45 0.01 -0.06
H 0.772 2.544 -2.754 0.26 -0.25 0.13 0.08
H -0.385 2.027 -3.930 -0.17 -0.01 -0.11 0.07
H 1.253 1.477 -4.139 0.28 0.16 0.20 0.08
H 0.842 0.126 -1.852 0.37 -0.34 -0.57 0.13
H -1.028 1.426 -1.100 -0.32 0.28 0.00 0.08
H -1.666 -0.179 -1.388 0.69 -0.40 0.10 0.07
H -2.003 0.981 -2.546 0.23 0.53 -0.28 0.07
H -0.797 -0.235 -4.130 -0.21 -0.30 -0.36 0.08
```
Forces are in eV/Å.